Computed, not measured: an isolated molecule of C4H4N4 in a non-equilibrium geometry, with ωB97M-V/def2-TZVPD.

Calculated values
Total charge   0
SMILES   [H]/N=c1\cncncn1
Total energy   -373.67717 Eh
ΔE to the lowest compared entry with this formula, charge and spin   440.4 kJ/mol
Max |F|   8.38 eV Å⁻¹
LUMO level   -1.04 eV
Kohn-Sham gap   8.72 eV

Atoms and positions in Å:
C 0.32109 0.94677 0.31425
C 0.05659 -0.20954 1.26217
C -0.96888 -1.30162 -0.45845
C 0.56190 -0.19754 -1.81409
H 0.48014 2.14763 1.99332
H 0.26458 0.03985 2.39855
H -1.96195 -1.81919 -0.13943
H 1.01878 -0.32406 -2.82519
N 0.52218 2.24092 0.96856
N -0.67219 -1.10350 0.96596
N -0.51055 -1.18198 -1.68234
N 0.88831 0.76227 -0.98331